Entry 1:
{"formula": "C13H31NO7", "method": "ωB97M-V with the def2-TZVPD basis set", "species": ["O", "C", "O", "C", "C", "C", "H", "H", "H", "H", "H", "H", "C", "O", "H", "H", "H", "H", "C", "O", "H", "H", "H", "H", "C", "O", "H", "H", "H", "H", "C", "O", "H", "H", "H", "H", "C", "O", "H", "H", "H", "H", "N", "C", "C", "C", "C", "H", "H", "H", "H", "H"], "xyz": [[0.445, -2.728, -1.046], [1.377, -2.327, -1.765], [2.482, -1.886, -1.097], [3.457, -1.582, -2.121], [3.049, -2.365, -3.340], [1.521, -2.394, -3.248], [4.425, -1.995, -1.835], [3.445, -0.506, -2.295], [3.573, -3.313, -3.223], [3.396, -1.944, -4.283], [1.210, -3.283, -3.796], [1.072, -1.535, -3.747], [-2.992, 3.154, 2.202], [-2.953, 3.390, 0.828], [-2.779, 2.098, 2.368], [-2.220, 3.768, 2.665], [-3.935, 3.405, 2.689], [-3.802, 3.401, 0.380], [1.105, -1.799, 2.472], [0.991, -0.551, 3.156], [1.330, -2.575, 3.203], [0.097, -1.908, 2.073], [1.895, -1.744, 1.722], [0.943, 0.077, 2.432], [0.429, 1.019, 0.409], [-0.870, 1.126, 1.066], [0.683, -0.035, 0.294], [0.432, 1.449, -0.593], [1.226, 1.549, 0.931], [-1.240, 1.990, 0.866], [3.811, 1.289, 2.122], [3.301, 0.509, 1.092], [3.617, 2.360, 2.066], [3.262, 0.949, 2.999], [4.853, 1.030, 2.307], [3.913, 0.637, 0.363], [-2.528, -1.102, 3.330], [-2.293, -1.271, 1.962], [-3.377, -1.725, 3.609], [-1.580, -1.136, 3.867], [-2.914, -0.090, 3.452], [-1.645, -0.609, 1.711], [-2.265, 0.607, -1.510], [-1.504, 0.638, -2.659], [-2.264, 0.831, -3.777], [-3.572, 0.772, -3.327], [-3.501, 0.824, -1.937], [-2.103, 0.250, -0.579], [-0.443, 0.467, -2.552], [-1.869, 1.055, -4.757], [-4.428, 0.874, -3.978], [-4.260, 0.883, -1.170]], "forces_ev_per_angstrom": [[1.510, 1.051, -2.217], [-2.747, -1.890, 4.079], [-0.343, -0.124, -2.076], [0.723, 0.145, -0.078], [0.211, 0.483, -0.526], [1.536, -0.323, -0.691], [0.089, 0.761, 0.600], [0.350, 0.119, 0.202], [-0.729, -0.495, -0.266], [0.123, 0.254, 0.076], [-0.804, -0.114, 0.770], [0.033, 0.192, 0.198], [-0.163, -0.309, 0.653], [0.356, 0.549, -1.149], [0.001, -0.027, 0.418], [0.081, -0.111, 0.042], [-0.178, 0.048, -0.149], [-0.063, -0.193, 0.326], [-0.578, 0.432, 0.275], [0.515, 0.338, 0.438], [-0.061, 0.013, -0.041], [0.334, -1.085, -0.621], [-0.134, -0.199, -0.162], [0.051, 0.411, 0.229], [-0.330, 0.286, -0.198], [0.890, -0.389, -0.323], [-0.041, -0.001, 0.218], [-0.325, 0.022, -0.094], [-0.211, -0.161, 0.323], [-0.125, 0.218, -0.173], [-0.401, -0.625, 1.723], [-0.150, 0.049, -0.669], [0.320, 0.198, -0.481], [0.042, 0.083, 0.321], [0.247, 0.486, -0.035], [0.076, -0.240, -0.845], [-0.382, 1.293, -0.387], [-0.103, -0.683, -0.803], [0.610, -0.529, 0.355], [-0.287, -0.626, 0.570], [-0.062, 0.406, 0.466], [0.167, 0.316, -0.202], [0.678, 0.351, -1.720], [2.461, -0.525, 0.994], [1.318, -0.522, 0.394], [-1.409, 1.612, 0.752], [-3.118, -1.019, -0.215], [0.753, 0.328, -0.123], [0.035, 0.180, -0.228], [-0.133, -0.411, -0.009], [-0.225, 0.159, 0.378], [-0.408, -0.182, -0.318]], "energy_ev": -29802.053, "gap_ev": [1.869, 8.101], "homo_energy_ha": [0.0235, -0.2076], "spin_multiplicity": 2, "largest_force_ev_per_a": 5.27, "lumo_energy_ha": [0.0922, 0.0901], "total_charge": -1}

Entry 2:
{"formula": "C3H3NO", "method": "ωB97M-V with the def2-TZVPD basis set", "species": ["C", "C", "O", "C", "N", "H", "H", "H"], "xyz": [[0.676, 0.508, -0.283], [-0.131, -0.110, 0.718], [0.024, 0.041, 1.879], [-1.256, -0.916, 0.054], [-2.136, -1.326, -0.581], [0.096, 1.042, -0.967], [1.230, -0.232, -1.005], [1.498, 0.992, 0.183]], "forces_ev_per_angstrom": [[3.221, -1.893, -2.406], [-1.304, -1.274, -0.751], [-0.408, -0.367, 1.400], [-0.948, -0.052, 0.004], [1.199, 0.368, 0.857], [-0.854, 1.399, -0.857], [-1.292, 0.678, 1.416], [0.386, 1.141, 0.337]], "energy_ev": -6695.842, "gap_ev": 11.268, "homo_energy_ha": -0.4199, "spin_multiplicity": 1, "smiles": "CC(=O)C#N", "largest_force_ev_per_a": 4.44, "lumo_energy_ha": -0.0058}

Entry 3:
{"formula": "C20H20N4O5S2", "method": "ωB97M-V with the def2-TZVPD basis set", "species": ["C", "O", "C", "C", "C", "C", "N", "C", "S", "C", "C", "O", "N", "C", "C", "C", "C", "O", "N", "N", "C", "C", "C", "O", "S", "C", "C", "C", "C", "O", "C", "H", "H", "H", "H", "H", "H", "H", "H", "H", "H", "H", "H", "H", "H", "H", "H", "H", "H", "H", "H"], "xyz": [[4.126, 4.039, 3.260], [3.311, 2.902, 3.399], [2.549, 2.519, 2.343], [2.490, 3.170, 1.123], [1.671, 2.702, 0.104], [0.911, 1.573, 0.317], [0.070, 1.069, -0.725], [-1.274, 1.193, -0.659], [-1.963, 1.965, 0.780], [-3.229, 0.694, 1.188], [-2.507, -0.635, 1.122], [-1.664, -0.964, 1.925], [-2.838, -1.381, 0.029], [-2.028, -2.344, -0.541], [-0.742, -2.788, -0.147], [-0.381, -3.645, -1.149], [0.861, -4.410, -1.402], [-1.372, -3.718, -2.049], [-2.391, -2.906, -1.672], [-2.102, 0.761, -1.556], [-1.581, 0.118, -2.619], [-0.239, -0.096, -2.757], [0.708, 0.370, -1.778], [1.907, 0.207, -1.777], [0.206, -1.008, -4.172], [-1.515, -0.899, -4.829], [-2.441, -0.478, -3.689], [0.964, 0.890, 1.527], [1.767, 1.357, 2.551], [1.872, 0.781, 3.772], [1.137, -0.398, 4.016], [4.642, 4.148, 4.213], [4.865, 3.911, 2.462], [3.533, 4.939, 3.065], [3.082, 4.052, 0.944], [1.636, 3.214, -0.844], [-4.061, 0.778, 0.493], [-3.535, 0.931, 2.205], [-3.587, -1.071, -0.575], [-0.197, -2.511, 0.728], [0.646, -5.260, -2.044], [1.585, -3.769, -1.907], [1.293, -4.748, -0.465], [-1.495, -0.162, -5.632], [-1.769, -1.872, -5.239], [-2.956, -1.348, -3.268], [-3.192, 0.237, -4.027], [0.357, 0.009, 1.660], [1.475, -1.216, 3.372], [1.334, -0.653, 5.055], [0.064, -0.248, 3.871]], "forces_ev_per_angstrom": [[0.128, 0.187, -0.035], [-0.258, -0.297, -0.074], [-0.038, -0.098, 0.112], [0.138, 0.061, 0.235], [-0.351, -0.290, -0.020], [0.497, 0.341, 0.355], [0.119, -0.061, -0.058], [-0.756, 0.138, -0.104], [-0.216, 0.155, 0.339], [0.384, 0.308, -0.305], [-0.517, -0.003, -0.038], [0.235, -0.107, 0.191], [-0.506, -0.363, -0.083], [0.551, -0.685, -0.444], [0.076, -0.315, -0.375], [-0.192, 0.538, 0.585], [-0.082, 0.064, -0.170], [0.677, -0.411, -0.034], [-0.948, 0.660, 0.508], [-0.319, 0.483, 0.251], [0.947, -0.189, -0.172], [-0.514, 0.048, -0.161], [-0.240, -0.133, -0.181], [0.215, -0.103, -0.138], [0.093, -0.184, -0.165], [0.396, 0.015, -0.093], [-0.104, -0.020, 0.039], [0.257, -0.024, 0.095], [0.056, 0.090, -0.109], [0.184, 0.303, -0.068], [-0.157, -0.178, 0.052], [-0.013, 0.035, -0.088], [-0.040, 0.007, 0.019], [0.021, -0.039, -0.008], [0.087, 0.082, 0.048], [0.001, 0.031, -0.119], [-0.039, -0.073, 0.059], [0.003, -0.079, -0.020], [0.173, 0.180, 0.136], [0.158, 0.009, 0.167], [0.047, -0.094, 0.002], [0.038, -0.015, -0.035], [0.015, -0.045, 0.026], [-0.089, -0.054, 0.026], [-0.048, 0.033, -0.036], [0.023, 0.141, -0.063], [-0.015, 0.015, 0.015], [-0.072, -0.065, 0.048], [-0.019, 0.021, -0.012], [-0.024, -0.022, -0.073], [0.038, 0.004, -0.028]], "energy_ev": -58932.082, "gap_ev": 8.075, "homo_energy_ha": -0.2842, "spin_multiplicity": 1, "smiles": "COc1ccc(-n2c(SCC(=O)Nc3cc(C)on3)nc3c(c2=O)SCC3)cc1OC", "largest_force_ev_per_a": 1.26, "lumo_energy_ha": 0.0126}

Question: Number 2 is which compound?
Answer: C3H3NO